(w)
Below is the molecule C9H9N3, with properties calculated with ωB97M-V/def2-TZVPD.

Last column: Mulliken charge in e.
Positions of all 21 atoms, in Å:
C (2.640, -1.561, 0.042)  -1.05
C (1.824, -0.388, 0.099)  0.45
N (2.573, 0.775, 0.016)  -0.62
C (1.804, 1.998, 0.001)  -0.33
C (0.463, 2.217, 0.129)  -0.61
C (-0.240, 0.943, 0.061)  0.51
N (-1.525, 1.080, 0.150)  -0.53
C (-2.396, 0.061, 0.151)  0.47
N (-3.694, 0.392, 0.050)  -0.65
C (-1.860, -1.281, 0.017)  -0.44
C (-0.550, -1.489, 0.120)  -0.69
C (0.306, -0.336, 0.157)  0.54
H (2.320, -2.468, -0.479)  0.42
H (3.489, -1.124, -0.540)  0.34
H (2.972, -1.867, 1.091)  0.20
H (2.359, 2.818, -0.320)  0.41
H (-0.037, 3.232, 0.073)  0.33
H (-3.600, 1.398, 0.150)  0.34
H (-4.085, 0.126, -0.801)  0.23
H (-2.665, -2.062, -0.161)  0.30
H (-0.098, -2.464, -0.005)  0.36

Output
- E_HOMO (eV) = -8.669
- M (g/mol) = 159.19
- Kohn-Sham gap (eV) = 9.0
- SMILES = Cc1nccc2nc(N)ccc12

(x)
Below is a structure of composition C9H9N3, with properties calculated with ωB97M-V/def2-TZVPD.

Last column: Mulliken charge in e.
Positions of all 21 atoms, in Å:
C (-2.290, -0.353, -0.022)  0.63
C (-2.435, 1.011, -0.147)  -0.66
C (-1.137, 1.569, 0.062)  -0.50
C (0.082, 0.863, 0.220)  0.93
C (1.082, 1.651, 0.116)  -0.36
C (2.362, 0.989, 0.063)  -0.57
C (2.495, -0.514, 0.046)  0.40
C (0.141, -0.554, 0.475)  0.20
C (-1.058, -1.235, -0.113)  -0.61
H (-4.244, -1.055, 0.924)  0.23
H (-3.523, -2.328, -0.475)  0.26
H (-3.381, 1.290, -0.695)  0.32
H (-1.029, 2.644, -0.114)  0.28
H (1.393, 2.794, -0.017)  0.14
H (3.167, 1.649, -0.029)  0.33
H (3.778, -2.078, -0.039)  0.27
H (4.490, -0.538, -0.125)  0.25
H (-1.331, -2.295, -0.231)  0.17
N (-3.580, -1.129, 0.051)  -0.61
N (3.655, -1.091, -0.266)  -0.42
N (1.364, -1.291, 0.316)  -0.68

Output
- E_HOMO (eV) = -7.321
- M (g/mol) = 159.19
- Kohn-Sham gap (eV) = 7.6

Consider the structures shown above. The most stable of them is (w).